Run P
# C4H4O

A single C4H4O molecule (ωB97M-V with the def2-TZVPD basis set, the Open Molecules 2025 dataset).

Structure (XYZ):
```
9
Properties=species:S:1:pos:R:3
O -0.02494 2.15469 0.38665
C 0.48006 0.23208 -0.86505
C -0.10485 0.96028 0.33562
C -0.70441 -1.26133 1.00683
C -0.66375 -0.06419 1.25437
H 0.09365 -0.87152 -0.62776
H 0.21733 0.83432 -1.76949
H -0.87191 -2.30502 1.06424
H 1.57882 0.32069 -0.78542
```

HOMO level ... -10.25 eV
Total charge ... 0
Kohn-Sham gap ... 10.39 eV
SMILES ... C#CC(C)=O

=====

Run Q
# C4H4O

A single C4H4O molecule (ωB97M-V with the def2-TZVPD basis set, the Open Molecules 2025 dataset).

Structure (XYZ):
```
9
Properties=species:S:1:pos:R:3
O 0.11457 1.91818 0.46580
C -0.99612 -1.74488 0.46301
C -0.46473 -0.55257 0.52333
C 0.98381 1.35396 -0.56592
C 0.08946 0.57685 0.23757
H -1.75060 -1.93705 -0.29620
H 0.68171 1.58082 -1.58657
H -0.70570 -2.57082 1.10583
H 2.04760 1.37551 -0.34685
```

HOMO level ... -9.14 eV
Total charge ... 0
Kohn-Sham gap ... 10.15 eV
SMILES ... C=C=C1CO1

=====

Stability ranking, top and bottom: run Q is the most stable and run P is the least stable.

=====

Run P
# C39H39N3O3PtS5Te

A molecular structure, C39H39N3O3PtS5Te (ωB97M-V with the def2-TZVPD basis set, the Open Molecules 2025 dataset).

Structure (XYZ):
```
91
Properties=species:S:1:pos:R:3
Pt 1.03535 0.97980 1.01652
Te -1.31933 2.14281 1.91206
S 2.48977 2.00245 2.55163
S -0.05441 4.83895 4.65823
S 1.02978 2.22602 5.66857
S -0.64680 6.91914 2.60398
S 1.20536 4.65226 2.10008
O 2.15108 -4.75871 1.38113
O 2.92933 1.24301 -0.57783
O 0.71276 -1.09771 1.05776
N 2.93266 0.10034 -2.54457
N -0.29857 0.77948 -0.72775
N 3.20279 2.42131 -2.48619
C 1.59538 -2.89292 2.71570
C -3.27632 0.05360 -1.97922
C 1.72822 -1.29189 4.98121
C 0.24058 -1.94839 0.21818
C -2.64798 0.50484 1.92945
C -4.00948 0.73065 1.73339
C 1.50149 -3.73717 1.47840
C -2.49052 0.33904 -4.63000
C 2.84687 0.13636 -3.99334
C -1.72507 2.69774 -0.12282
C -0.61334 -1.62339 -0.87432
C -1.15638 -2.66141 -1.65165
C -0.44563 1.24656 5.28947
C 2.78901 -2.28057 3.06023
C -0.67049 2.15568 -1.08760
C -0.90148 -0.23562 -1.24344
C 2.85155 -1.46834 4.18384
C 3.24403 3.66632 -1.73799
C 3.39735 2.53034 -3.92474
C -0.84898 -3.99677 -1.45647
C -1.53940 0.12509 -3.64241
C -3.83773 0.41533 -4.29324
C 2.69618 -1.17591 -1.89081
C 0.11641 5.55860 3.10047
C 0.05094 -4.28464 -0.43273
C -3.06767 -1.85094 2.14471
C -1.44877 -5.08046 -2.32280
C -4.89447 -0.33970 1.72873
C 3.78276 1.19668 -4.52829
C 0.54062 -1.93589 4.65459
C -2.17463 -0.78305 2.15569
C -4.42149 -1.63258 1.92664
C 0.47300 -2.72750 3.51563
C 0.57198 -3.30816 0.39652
C 3.01677 1.24484 -1.81148
C 0.92745 3.41537 4.38230
C 1.51664 3.31235 3.18011
C -4.22850 0.26925 -2.96900
C -1.93030 -0.01019 -2.31450
H -5.11145 -2.46796 1.91744
H -0.45827 -3.21201 3.23994
H 2.46613 4.34910 -2.09105
H -0.33580 -1.81318 5.28039
H -0.27035 0.63331 4.40509
H -2.69505 -2.85841 2.29202
H -5.95278 -0.16324 1.57700
H -0.62371 0.59728 6.14664
H 3.77703 -0.96554 4.43500
H -4.58061 0.58034 -5.06346
H -4.38316 1.73720 1.58116
H 4.17795 3.27179 -4.10405
H 1.77955 -0.64963 5.85222
H -0.48704 0.05617 -3.89944
H -2.53997 -5.07852 -2.26915
H 1.69640 -1.55677 -2.11752
H 2.48308 2.90835 -4.39611
H -3.57896 -0.08485 -0.94440
H 3.66178 -2.41908 2.43353
H -1.30962 1.89503 5.14896
H 0.35779 -5.30855 -0.24824
H -1.17442 -4.95365 -3.37240
H 4.80722 0.94072 -4.24884
H -2.18102 0.44251 -5.66269
H -1.04323 2.23834 -2.10879
H 3.11402 -0.85086 -4.36789
H -5.27744 0.31940 -2.70290
H 2.78704 -1.05968 -0.81513
H -2.71162 2.28473 -0.33393
H 0.23501 2.75529 -1.00794
H -1.77640 3.78470 -0.16184
H 4.21369 4.15259 -1.86912
H 3.43261 -1.90567 -2.23575
H 3.72741 1.25032 -5.61589
H -1.11740 -0.96029 2.30752
H -1.84395 -2.40865 -2.45053
H -1.10385 -6.06592 -2.00796
H 1.81878 0.34380 -4.31984
H 3.09224 3.45919 -0.68408
```

HOMO level (spin up / spin down) ... -6.85 / -7.71 eV
Total charge ... 0
Multiplicity ... 3
Kohn-Sham gap (spin up / spin down) ... 6.74 / 6.98 eV

=====

Run Q
# C39H39N3O3PtS5Te

A molecular structure, C39H39N3O3PtS5Te (ωB97M-V with the def2-TZVPD basis set, the Open Molecules 2025 dataset).

Structure (XYZ):
```
91
Properties=species:S:1:pos:R:3
Pt -1.09637 -0.92464 1.05401
Te 0.79341 -0.57959 3.05549
S -2.78683 -1.86366 2.37674
S -2.92704 -0.47151 5.55362
S -0.76992 -3.66681 3.60429
S 1.10933 -4.70516 5.65708
S -0.83413 -2.51303 6.21757
O -1.35697 0.95264 0.13718
O -3.61943 3.38127 -1.98953
O -1.94543 -2.49242 -0.69789
N -1.48500 -2.14830 -2.89674
N -0.94054 -4.16149 -1.84213
N 0.77936 -0.83976 -0.07663
C 2.71514 -0.05271 -1.27181
C -2.85578 2.95904 -1.14483
C 0.77215 2.31330 2.06739
C -2.73244 3.51543 1.28415
C -1.48097 -2.90635 -1.76598
C 5.36732 -0.27340 -2.07287
C 3.04598 -0.82373 -2.38061
C -1.77656 0.88300 5.21292
C 3.70903 0.62097 -0.57419
C -1.90915 -2.35757 3.80835
C -0.85906 3.30314 -2.52834
C 3.45153 2.84151 2.62745
C 2.91119 1.59914 2.93049
C 1.57711 1.33034 2.63039
C -4.78594 1.74548 1.86729
C -0.78720 -2.57187 -4.09652
C 0.53981 1.23360 -1.31506
C 5.03508 0.50687 -0.97408
C -0.85260 -4.96635 -0.63696
C 0.44349 3.05730 -2.95390
C 1.28472 0.06989 -0.83408
C -0.44311 -4.77680 -3.06279
C -4.20249 2.48815 2.88477
C 1.10897 2.01602 -2.33333
C -1.93519 -1.82535 5.04307
C 2.65539 3.82059 2.04381
C -1.45175 2.60023 -1.49472
C 2.18506 -1.62280 1.79734
C -0.09083 -3.68915 5.19957
C -0.96863 -4.06132 -4.28909
C -3.18361 3.38590 2.58992
C 1.09190 3.86870 -4.04877
C 1.59416 -1.95463 0.42860
C -4.36052 1.90519 0.55651
C -2.00820 -0.79410 -2.86886
C -0.76291 1.55548 -0.83335
C -3.32564 2.78001 0.26794
C 1.31933 3.55895 1.77482
C 4.37005 -0.93665 -2.77883
H -1.66091 1.01660 4.13750
H -2.73345 3.97775 3.37764
H 3.53318 0.84268 3.39571
H -4.54039 2.36182 3.90564
H -0.75551 -5.82336 -3.06468
H -1.24564 -4.40263 0.20304
H -1.92242 4.19810 1.05016
H 4.62405 -1.53833 -3.64218
H 4.48989 3.04745 2.85577
H 3.07760 4.78849 1.80417
H -1.19877 -2.01220 -4.93625
H -2.49942 -0.61011 -1.91784
H -0.81459 0.69990 5.69020
H 0.28229 -2.32751 -4.03548
H 0.92551 -2.81013 0.52117
H 2.40070 -2.22849 -0.25323
H -1.45256 4.07523 -3.00581
H 1.35572 3.24842 -4.90777
H -0.26328 2.10587 1.83190
H 3.04000 -0.95181 1.71183
H -4.81947 1.33728 -0.24319
H 2.26194 -1.33194 -2.93142
H 0.18722 -5.24082 -0.43719
H 3.44052 1.24661 0.27256
H 2.00784 4.35165 -3.70208
H -2.21569 1.78471 5.63875
H 2.49145 -2.52328 2.32681
H 2.11508 1.78506 -2.66377
H -0.43750 -4.40506 -5.17702
H 0.41977 4.65085 -4.40151
H 6.40034 -0.36031 -2.38367
H 0.69779 4.31816 1.31506
H -5.57390 1.03986 2.09679
H -2.73081 -0.66543 -3.67776
H -2.03127 -4.27523 -4.42234
H -1.43336 -5.88454 -0.75373
H 0.65356 -4.77164 -3.06150
H -1.20812 -0.05996 -2.99764
H 5.80736 1.03325 -0.42754
```

HOMO level (spin up / spin down) ... -6.83 / -7.69 eV
Total charge ... 0
Multiplicity ... 3
Kohn-Sham gap (spin up / spin down) ... 6.77 / 6.97 eV

=====

Stability ranking, top and bottom: run Q is the most stable and run P is the least stable.

=====

Run P
# C3H11N3

2 unconnected molecules or ions with the total composition C3H11N3 (ωB97M-V with the def2-TZVPD basis set, the Open Molecules 2025 dataset).

Structure (XYZ):
```
17
Properties=species:S:1:pos:R:3
N -3.97566 -0.05819 -0.46461
N -1.79733 0.13598 0.57846
N 1.15774 0.08742 0.39897
C -2.66562 0.21915 -0.47708
C 2.32028 -0.24139 1.17960
C 1.33196 -0.00438 -1.06241
H 0.96818 1.08951 0.56186
H -0.89793 -0.22120 0.58640
H 2.11119 0.61114 -1.50136
H 1.69172 -1.04319 -1.25586
H 3.22635 -0.48598 0.57972
H -2.17017 0.17008 1.54511
H -2.15438 -0.09406 -1.42423
H 2.55492 0.59158 1.82624
H -4.23536 0.13246 -1.43451
H 2.15981 -1.12719 1.85130
H 0.37434 0.23826 -1.48759
```

HOMO level ... -8.80 eV
Total charge ... 0
Kohn-Sham gap ... 9.64 eV
SMILES ... [H]/N=C/N.CNC

=====

Run Q
# C3H11N3

2 unconnected molecules or ions with the total composition C3H11N3 (ωB97M-V with the def2-TZVPD basis set, the Open Molecules 2025 dataset).

Structure (XYZ):
```
17
Properties=species:S:1:pos:R:3
N 2.43465 0.69976 -1.31336
N 1.84267 -0.95035 0.44602
N -1.74350 0.38457 0.18068
C 1.38599 0.06029 -0.49519
C -2.13207 0.48271 1.59302
C -2.28342 -0.50124 -0.53138
H -2.85293 -0.28937 1.88432
H 2.77633 -0.82547 0.79899
H -1.15783 0.33063 2.05951
H 2.95323 -0.06617 -1.73807
H 0.60931 -0.36811 -1.12078
H -2.14305 -0.45435 -1.60913
H -2.55506 1.46322 1.79135
H 1.75301 -1.87483 0.05419
H 3.08760 1.11562 -0.65633
H 0.95529 0.89136 0.05965
H -2.84925 -1.32927 -0.09567
```

HOMO level ... -8.85 eV
Total charge ... 0
Kohn-Sham gap ... 9.89 eV
SMILES ... C=NC.NCN

=====

Run R
# C3H11N3

A single C3H11N3 molecule (ωB97M-V with the def2-TZVPD basis set, the Open Molecules 2025 dataset).

Structure (XYZ):
```
17
Properties=species:S:1:pos:R:3
N 0.09619 1.51114 0.60013
N -1.36219 0.10722 -0.70966
N 1.06661 -0.02887 -0.84444
C 1.94071 -0.55972 0.19734
C -1.53597 -0.98272 0.28623
C -0.08461 0.79821 -0.64017
H 1.00244 -0.47974 -1.74117
H -1.88693 -0.63674 1.24831
H -0.07028 1.52720 -1.52368
H 2.68304 -1.28402 -0.19405
H -2.10172 0.78927 -0.60604
H -0.58012 -1.48371 0.41830
H -2.22799 -1.75818 -0.08374
H 2.46059 0.25680 0.67915
H -0.48199 2.35029 0.53708
H -0.26052 0.92494 1.37843
H 1.34274 -1.05135 0.99798
```

HOMO level ... -8.26 eV
Total charge ... 0
Kohn-Sham gap ... 9.25 eV
SMILES ... CNC(N)NC

=====

Stability ranking, top and bottom: run R is the most stable and run P is the least stable.

=====

Run P
# C3H11N3

2 unconnected molecules or ions with the total composition C3H11N3 (ωB97M-V with the def2-TZVPD basis set, the Open Molecules 2025 dataset).

Structure (XYZ):
```
17
Properties=species:S:1:pos:R:3
N -1.72281 1.09147 2.29424
N 1.02949 -0.49978 -1.46981
N -0.14224 -0.37590 1.55529
C -0.31864 -0.93574 -1.81073
C 1.51809 0.48981 -2.43831
C -0.68616 0.40075 2.52763
H -0.25204 0.21100 3.51395
H 2.32002 1.06993 -1.98260
H 1.62611 -1.32080 -1.49258
H -0.65707 -1.80626 -1.23531
H -0.41656 -1.40242 -2.80703
H 0.79916 -0.71939 1.49278
H -0.60331 -0.31342 0.66292
H -1.00993 -0.11719 -1.63449
H 0.72628 1.15345 -2.75632
H 2.02029 -0.01647 -3.27247
H -2.09217 1.54535 3.11120
```

HOMO level ... -8.83 eV
Total charge ... 0
Kohn-Sham gap ... 9.86 eV
SMILES ... [H]/N=C/N.CNC

=====

Run Q
# C3H11N3

2 unconnected molecules or ions with the total composition C3H11N3 (ωB97M-V with the def2-TZVPD basis set, the Open Molecules 2025 dataset).

Structure (XYZ):
```
17
Properties=species:S:1:pos:R:3
N 1.27402 1.37518 -0.48332
N -2.46464 -1.03107 -1.29306
N -1.31735 0.11071 0.59329
C 2.99112 0.38048 0.91525
C 2.27924 0.44119 -0.21176
C -1.78553 -1.13135 -0.04689
H -1.83872 -0.70885 -2.02738
H 2.48096 -0.20006 -1.06020
H -0.99836 -1.88618 -0.10446
H -3.24775 -0.38180 -1.35812
H -2.46020 -1.59153 0.69102
H 2.84403 1.14012 1.67461
H 3.85875 -0.25740 0.99530
H -2.06128 0.80226 0.66359
H 0.40974 0.97074 -0.79714
H -1.04222 -0.03453 1.56589
H 1.07821 2.00208 0.28338
```

HOMO level ... -8.11 eV
Total charge ... 0
Kohn-Sham gap ... 9.04 eV
SMILES ... C=CN.NCN

=====

Run R
# C3H11N3

2 unconnected molecules or ions with the total composition C3H11N3 (ωB97M-V with the def2-TZVPD basis set, the Open Molecules 2025 dataset).

Structure (XYZ):
```
17
Properties=species:S:1:pos:R:3
N 1.86555 -0.03916 -0.76067
N -1.55253 -0.07696 -1.03049
N 3.92752 1.03310 -0.65156
C -1.77233 -0.99017 0.04555
C 2.70998 0.93699 -0.30666
C -2.08553 -0.31171 1.39197
H -1.16178 0.18649 1.72541
H -2.31368 0.09043 -1.65570
H 2.21196 1.68986 0.31197
H 1.08214 -0.22666 -0.15940
H -2.93508 0.36621 1.35692
H 2.26666 -0.79470 -1.30308
H -0.93029 -1.65418 0.24712
H -2.60785 -1.62866 -0.21447
H -0.81089 0.59573 -1.00111
H 4.34799 1.84349 -0.20890
H -2.24186 -1.02010 2.21311
```

HOMO level ... -8.92 eV
Total charge ... 0
Kohn-Sham gap ... 9.77 eV
SMILES ... [H]/N=C/N.CCN

=====

Run S
# C3H11N3

2 unconnected molecules or ions with the total composition C3H11N3 (ωB97M-V with the def2-TZVPD basis set, the Open Molecules 2025 dataset).

Structure (XYZ):
```
17
Properties=species:S:1:pos:R:3
N -0.53591 -3.14459 -0.79386
N 0.93873 2.15066 -1.45382
N -1.35638 -1.95209 1.20648
C -0.50928 -1.92868 0.00518
C 0.91891 2.10638 -0.06799
C 0.55348 3.13866 0.70975
H -0.91880 -1.15000 -0.63688
H -1.51414 -3.43525 -0.84782
H -1.67489 -1.00919 1.38210
H 0.54803 -1.75239 0.21662
H 0.01144 3.03559 1.63971
H 0.90135 3.07614 -1.85029
H 0.43056 4.14120 0.30478
H 1.54109 1.30947 0.33286
H -0.17185 -3.92784 -0.25798
H -0.78062 -2.20422 2.00151
H 1.61828 1.54615 -1.89034
```

HOMO level ... -8.21 eV
Total charge ... 0
Kohn-Sham gap ... 9.16 eV
SMILES ... C=CN.NCN

=====

Stability ranking, top and bottom: run R is the most stable and run S is the least stable.